ORCA calculation (the ωB97M-V functional and the def2-TZVPD basis) on 9 unconnected molecules or ions with the total composition C68H60FNO20 in a non-equilibrium geometry.

Results
SMILES = [H]/N=C(\C)CC1=C(F)C(=O)C(CCCCCCCCOC(C)=O)=C(C)C1=O.O=C1C=CC(=O)C=C1.O=C1C=CC(=O)C=C1.O=C1C=CC(=O)C=C1.O=C1C=CC(=O)C=C1.O=C1C=CC(=O)C=C1.O=C1C=CC(=O)C=C1.O=C1C=CC(=O)C=C1.O=C1C=CC(=O)C=C1
Multiplicity = 1
Net charge = 0
Molecular weight = 1230.2 g/mol
LUMO level = -2.15 eV
Electronic energy = -4286.11179 Ha

Cartesian coordinates (Å):
H -0.67 6.40 -1.38
N -0.81 5.40 -1.14
C -2.00 5.31 -0.60
C -2.89 6.66 -0.46
C -2.68 3.98 -0.04
C -1.83 2.65 -0.25
C -1.28 2.18 -1.46
F -1.41 2.93 -2.64
C -0.48 0.79 -1.55
O -0.09 0.42 -2.68
C -0.24 -0.10 -0.23
C 0.58 -1.45 -0.43
C 2.02 -1.48 0.27
C 2.51 -3.03 0.24
C 4.07 -3.16 0.59
C 4.75 -4.49 -0.03
C 6.21 -4.09 -0.62
C 7.39 -4.77 0.24
C 8.22 -3.70 1.10
O 9.58 -4.15 1.36
C 10.21 -3.13 2.18
C 10.34 -3.51 3.73
O 10.58 -2.03 1.70
C -0.77 0.35 1.00
C -0.56 -0.45 2.37
C -1.62 1.72 1.04
O -2.15 1.99 2.17
H -3.66 6.54 0.41
H -3.45 6.91 -1.43
H -2.22 7.53 -0.15
H -3.71 3.79 -0.52
H -2.90 4.12 1.08
H -0.05 -2.29 0.06
H 0.73 -1.72 -1.53
H 2.03 -1.15 1.36
H 2.83 -0.90 -0.31
H 2.31 -3.46 -0.81
H 1.84 -3.65 0.95
H 4.15 -3.15 1.74
H 4.58 -2.20 0.21
H 4.11 -4.99 -0.84
H 4.89 -5.23 0.84
H 6.26 -4.55 -1.68
H 6.40 -2.97 -0.64
H 8.12 -5.29 -0.48
H 7.02 -5.58 0.97
H 8.27 -2.72 0.49
H 7.73 -3.42 2.10
H 10.96 -2.70 4.27
H 10.93 -4.49 3.84
H 9.28 -3.58 4.14
H 0.35 0.03 2.91
H -0.28 -1.54 2.19
H -1.45 -0.30 3.08
O 0.36 3.61 8.32
C 0.95 3.11 7.38
C 0.27 2.86 6.09
C 0.92 2.31 5.06
C 2.34 1.93 5.17
O 2.94 1.43 4.23
C 3.02 2.18 6.46
C 2.37 2.73 7.48
H -0.77 3.14 6.03
H 0.44 2.11 4.11
H 4.07 1.90 6.52
H 2.86 2.92 8.43
O -1.81 7.55 12.15
C -2.17 7.33 11.01
C -1.65 6.17 10.25
C -2.05 5.93 9.00
C -3.02 6.81 8.32
O -3.38 6.58 7.18
C -3.54 7.96 9.08
C -3.15 8.20 10.33
H -0.94 5.53 10.77
H -1.68 5.08 8.43
H -4.26 8.60 8.56
H -3.52 9.05 10.90
O -2.27 -8.15 -0.73
C -1.21 -7.59 -0.93
C 0.03 -8.35 -1.18
C 1.19 -7.74 -1.40
C 1.29 -6.26 -1.41
O 2.35 -5.70 -1.61
C 0.05 -5.50 -1.16
C -1.11 -6.11 -0.94
H -0.06 -9.43 -1.17
H 2.11 -8.28 -1.58
H 0.14 -4.42 -1.17
H -2.03 -5.56 -0.76
O -5.09 6.89 2.19
C -5.76 5.88 2.30
C -7.21 5.89 2.00
C -7.94 4.78 2.13
C -7.34 3.51 2.57
O -8.01 2.50 2.69
C -5.89 3.50 2.88
C -5.16 4.61 2.75
H -7.63 6.83 1.67
H -9.00 4.76 1.91
H -5.47 2.56 3.20
H -4.10 4.63 2.96
O -0.98 -4.94 -3.77
C -0.39 -5.43 -4.72
C -1.07 -5.68 -6.01
C -0.43 -6.22 -7.04
C 1.00 -6.59 -6.95
O 1.59 -7.08 -7.89
C 1.68 -6.34 -5.66
C 1.04 -5.80 -4.63
H -2.12 -5.40 -6.06
H -0.91 -6.41 -7.99
H 2.73 -6.61 -5.61
H 1.52 -5.61 -3.68
O -1.37 13.74 0.75
C -2.17 12.88 0.43
C -2.57 12.69 -0.99
C -3.45 11.76 -1.34
C -4.07 10.87 -0.33
O -4.87 10.02 -0.66
C -3.68 11.06 1.08
C -2.80 12.00 1.43
H -2.10 13.35 -1.71
H -3.75 11.61 -2.37
H -4.14 10.40 1.80
H -2.50 12.15 2.46
O -4.32 -5.06 -5.98
C -4.69 -5.79 -5.08
C -6.12 -6.06 -4.85
C -6.52 -6.86 -3.86
C -5.55 -7.51 -2.95
O -5.92 -8.24 -2.05
C -4.12 -7.24 -3.19
C -3.72 -6.44 -4.18
H -6.82 -5.58 -5.52
H -7.57 -7.07 -3.68
H -3.42 -7.72 -2.51
H -2.67 -6.23 -4.36
O 2.76 -4.51 -11.98
C 3.13 -4.09 -10.90
C 2.68 -4.73 -9.64
C 3.09 -4.26 -8.46
C 4.00 -3.10 -8.35
O 4.36 -2.68 -7.27
C 4.44 -2.47 -9.61
C 4.03 -2.93 -10.80
H 2.02 -5.58 -9.73
H 2.78 -4.71 -7.52
H 5.10 -1.62 -9.52
H 4.35 -2.48 -11.73